Molecular formula: C5H8O
Method: DFT, the ωB97M-V functional and the def2-TZVPD basis

Summary:
HOMO-LUMO gap in eV: 8.459
Multiplicity: 1
DFT total energy in eV: -7356.579
Charge: 0
LUMO level in eV: 0.80
Energy relative to the best compared isomer or geometry (same formula, charge and spin) in kJ/mol: 547.6
Strongest force on any atom in eV/Å: 0.6

```
14
Properties=species:S:1:pos:R:3:forces:R:3:lowdin_charge:R:1
H -1.83458 0.86432 1.53399 -0.003 -0.099 -0.108 0.09
C 1.64094 0.21317 -0.89630 0.107 0.128 -0.091 -0.12
O -0.89414 1.18755 -0.20852 -0.165 -0.315 -0.110 -0.07
C -0.89676 -0.00706 -0.74202 0.514 0.145 -0.187 -0.19
C 0.43804 -0.67798 -0.66499 -0.206 -0.160 -0.058 -0.27
H -2.97550 0.34230 0.21044 0.186 -0.022 0.027 0.08
H 1.01673 0.36180 1.21181 0.052 -0.106 -0.136 0.10
H 1.42000 1.26594 -1.05517 0.035 -0.169 0.024 0.10
H 0.48109 -1.68641 -1.06666 -0.012 0.181 0.064 0.12
C 1.39198 -0.33000 0.46144 0.082 0.001 0.193 -0.12
H 2.45780 -0.18973 -1.48717 -0.162 0.044 0.103 0.10
H 2.03081 -1.12455 0.83479 -0.113 0.111 -0.077 0.10
H -1.79920 -0.80581 0.98554 0.052 0.115 -0.119 0.09
C -1.99600 0.22296 0.65636 -0.367 0.145 0.476 -0.02
```
Forces are in eV/Å.

Molecular formula: C5H8O
Method: DFT, the ωB97M-V functional and the def2-TZVPD basis

Summary:
HOMO-LUMO gap in eV: 10.363
Multiplicity: 1
DFT total energy in eV: -7361.283
Charge: 0
LUMO level in eV: 0.96
Energy relative to the best compared isomer or geometry (same formula, charge and spin) in kJ/mol: 93.8
SMILES string: C[C@H]1CCC1=O
Strongest force on any atom in eV/Å: 1.3

```
14
Properties=species:S:1:pos:R:3:forces:R:3:lowdin_charge:R:1
H -0.69440 -1.13281 -1.36479 0.114 0.197 0.280 0.11
C 1.78419 -0.52738 0.25573 -0.406 0.274 -0.232 -0.05
H -2.48031 -0.43965 0.25802 0.093 0.146 0.050 0.11
C -0.64889 -0.08696 -1.04073 -0.009 0.262 -0.484 -0.14
H -0.68302 0.55812 -1.91736 -0.032 -0.219 -0.142 0.10
H 2.03588 -1.20416 -0.56722 0.029 0.068 0.169 0.07
C 0.52089 0.31490 -0.09597 0.323 -0.095 1.266 -0.25
H 0.82212 1.34339 -0.33796 -0.117 -0.180 0.049 0.14
H 2.64699 0.12849 0.44560 -0.304 -0.215 -0.147 0.07
C -1.70424 0.29757 0.03496 -0.047 -0.103 0.008 -0.08
O -0.50591 0.21902 2.22203 0.137 0.167 -0.617 0.10
H 1.62728 -1.10792 1.17835 -0.080 0.116 -0.397 0.08
C -0.55276 0.35384 1.02827 0.173 -0.186 0.311 -0.38
H -2.16781 1.28353 -0.09893 0.126 -0.231 -0.115 0.12
```
Forces are in eV/Å.

Molecular formula: C5H8O
Method: DFT, the ωB97M-V functional and the def2-TZVPD basis

Summary:
HOMO-LUMO gap in eV: 10.269
Multiplicity: 1
DFT total energy in eV: -7359.829
Charge: 0
LUMO level in eV: 1.16
Energy relative to the best compared isomer or geometry (same formula, charge and spin) in kJ/mol: 234.1
Strongest force on any atom in eV/Å: 0.4

```
14
Properties=species:S:1:pos:R:3:forces:R:3:lowdin_charge:R:1
C 0.36900 0.33701 0.81118 0.338 0.162 0.019 -0.31
O -0.97792 -0.12215 1.11725 -0.142 0.138 -0.061 -0.06
C 0.28833 1.72584 0.18584 -0.095 0.040 -0.017 -0.04
C -0.38897 -0.90659 -1.15906 -0.111 0.017 -0.116 -0.06
C 0.63231 -0.90600 -0.06048 0.168 -0.029 0.063 -0.15
H -0.71121 1.81344 -0.24975 0.221 0.097 -0.079 0.08
H -1.31336 -2.14439 0.52485 0.215 0.041 -0.055 0.14
H -0.37504 -1.78518 -1.80004 0.019 0.146 0.086 0.11
C -0.79374 -1.23048 0.25647 -0.194 -0.391 -0.018 -0.25
H 1.50988 -1.54454 -0.01250 -0.134 0.260 -0.081 0.13
H 0.99538 0.32629 1.70941 -0.204 -0.013 -0.030 0.14
H 0.36326 2.50989 0.94923 0.098 -0.183 -0.169 0.08
H 1.03052 1.90245 -0.60259 -0.028 -0.089 0.273 0.09
H -0.62846 0.02441 -1.66981 -0.152 -0.195 0.185 0.10
```
Forces are in eV/Å.

Molecular formula: C5H8O
Method: DFT, the ωB97M-V functional and the def2-TZVPD basis

Summary:
HOMO-LUMO gap in eV: 9.168
Multiplicity: 1
DFT total energy in eV: -7359.919
Charge: 0
LUMO level in eV: 1.11
Energy relative to the best compared isomer or geometry (same formula, charge and spin) in kJ/mol: 225.4
SMILES string: C=C1C=COC1.[H][H]
Strongest force on any atom in eV/Å: 0.2

```
14
Properties=species:S:1:pos:R:3:forces:R:3:lowdin_charge:R:1
O -0.65844 -0.97744 1.53424 -0.011 -0.061 -0.001 -0.07
H -1.54594 0.22012 -1.65859 -0.026 0.013 -0.025 0.02
C 0.99976 1.42224 -0.67013 -0.016 -0.091 0.054 0.03
C 0.78532 -1.06093 -0.22377 -0.073 -0.009 0.051 -0.05
H -2.26681 0.15970 -1.82816 -0.021 -0.015 0.000 0.05
C -0.39001 0.39689 1.19977 0.008 0.241 -0.006 -0.12
H -1.34460 0.88584 0.98034 0.141 -0.066 0.010 0.13
H 1.41622 -1.48209 -0.99428 -0.105 0.023 0.129 0.11
H -0.04847 -2.80560 0.82380 0.043 0.144 -0.049 0.13
H 1.66501 1.30451 -1.52058 -0.093 -0.005 0.136 0.06
H 0.06444 0.87516 2.07397 -0.052 -0.061 -0.126 0.13
C 0.05930 -1.73789 0.67370 0.134 -0.084 -0.124 -0.13
C 0.54586 0.36415 0.00495 0.035 0.126 -0.022 -0.34
H 0.71835 2.43533 -0.39527 0.036 -0.155 -0.027 0.06
```
Forces are in eV/Å.

Molecular formula: C5H8O
Method: DFT, the ωB97M-V functional and the def2-TZVPD basis

Summary:
HOMO-LUMO gap in eV: 9.956
Multiplicity: 1
DFT total energy in eV: -7361.048
Charge: 0
LUMO level in eV: 1.04
Energy relative to the best compared isomer or geometry (same formula, charge and spin) in kJ/mol: 116.5
SMILES string: CC1=CCOC1
Strongest force on any atom in eV/Å: 1.0

```
14
Properties=species:S:1:pos:R:3:forces:R:3:lowdin_charge:R:1
H 2.51548 -0.56860 -0.03533 -0.153 -0.105 0.011 0.08
C 0.40486 -0.22401 -0.09248 -0.191 -0.112 0.054 -0.28
H 1.53533 -1.80226 0.76582 0.100 -0.003 -0.102 0.08
C -1.50344 1.01531 -0.52854 -0.123 -0.070 -0.105 -0.19
C -0.05662 0.47777 1.16686 -0.048 -0.428 0.371 -0.18
H -2.49833 0.57941 -0.34015 0.105 -0.033 -0.063 0.12
O -0.94291 1.47811 0.69849 -0.164 -0.104 0.255 -0.12
H -1.63906 1.86082 -1.21899 0.089 -0.113 0.279 0.12
C -0.51375 -0.00228 -1.03013 0.162 0.007 0.160 -0.03
H -0.52414 -0.29961 1.81678 -0.492 0.195 -0.434 0.13
H -0.61226 -0.51741 -1.98257 0.190 0.255 0.106 0.11
H 0.64230 0.89069 1.89603 0.503 0.503 -0.673 0.12
C 1.58015 -1.13846 -0.10477 0.021 -0.086 0.015 -0.05
H 1.61241 -1.74948 -1.01101 0.000 0.094 0.126 0.08
```
Forces are in eV/Å.

Molecular formula: C5H8O
Method: DFT, the ωB97M-V functional and the def2-TZVPD basis

Summary:
HOMO-LUMO gap in eV: 10.251
Multiplicity: 1
DFT total energy in eV: -7360.141
Charge: 0
LUMO level in eV: 0.27
Energy relative to the best compared isomer or geometry (same formula, charge and spin) in kJ/mol: 204.0
SMILES string: C=CC=O.C=C
Strongest force on any atom in eV/Å: 0.5

```
14
Properties=species:S:1:pos:R:3:forces:R:3:lowdin_charge:R:1
H -1.64796 -0.80939 -0.72147 0.032 0.079 -0.158 0.04
C -1.12960 -0.33237 -1.55013 0.110 0.216 -0.021 -0.09
C 1.97388 -0.18642 0.80691 -0.067 -0.076 0.042 0.04
H 2.17846 0.83445 1.12917 -0.066 -0.186 -0.027 0.07
H 2.77536 -0.70955 0.29261 -0.131 0.082 0.084 0.07
H 0.00106 1.02000 2.05502 -0.064 -0.167 -0.063 0.12
C -0.28608 0.00082 1.70873 -0.230 -0.118 0.036 -0.30
C 0.78853 -0.75117 1.02527 0.136 0.070 -0.003 -0.16
H -0.54307 1.47874 -2.47768 -0.071 -0.112 0.148 0.05
C -1.06776 0.99089 -1.65815 -0.086 -0.198 -0.043 -0.08
H 0.54493 -1.76061 0.69761 0.070 0.178 0.077 0.11
O -1.40325 -0.42995 1.88935 0.443 0.203 -0.050 0.03
H -1.55391 1.64108 -0.93327 0.064 -0.114 -0.106 0.05
H -0.63061 -0.98651 -2.26396 -0.140 0.142 0.084 0.05
```
Forces are in eV/Å.

Molecular formula: C5H8O
Method: DFT, the ωB97M-V functional and the def2-TZVPD basis

Summary:
HOMO-LUMO gap in eV: 11.198
Multiplicity: 1
DFT total energy in eV: -7360.088
Charge: 0
LUMO level in eV: 1.02
Energy relative to the best compared isomer or geometry (same formula, charge and spin) in kJ/mol: 209.1
SMILES string: C#C[C@H](O)CC
Strongest force on any atom in eV/Å: 0.7

```
14
Properties=species:S:1:pos:R:3:forces:R:3:lowdin_charge:R:1
H 1.79388 -1.42437 -1.49286 -0.110 0.034 0.051 0.07
H -1.88244 2.58169 -1.64015 0.147 -0.254 0.341 0.03
C -0.36701 0.09345 0.75926 0.017 -0.081 -0.331 -0.42
H 0.28412 -2.09456 -0.85678 0.104 0.165 0.002 0.08
H 1.53426 -0.90919 0.97702 -0.243 0.138 -0.030 0.12
C 0.82663 -1.16159 -1.05696 0.008 -0.017 -0.085 -0.11
H -0.91896 1.38939 2.05449 0.123 0.023 0.298 0.09
C -1.47673 1.87283 -0.94136 0.188 -0.591 0.332 0.13
O -0.20660 0.74231 2.00905 -0.058 0.223 0.053 -0.03
C 0.99630 -0.33323 0.21290 0.047 0.052 -0.019 -0.22
H -0.94873 -0.83121 0.92204 -0.188 0.377 -0.307 0.15
H 0.25422 -0.59847 -1.80149 0.126 -0.108 0.035 0.07
H 1.57554 0.57657 0.02598 -0.006 -0.128 -0.042 0.12
C -1.02883 1.03120 -0.19748 -0.154 0.166 -0.297 -0.08
```
Forces are in eV/Å.

Molecular formula: C5H8O
Method: DFT, the ωB97M-V functional and the def2-TZVPD basis

Summary:
HOMO-LUMO gap in eV: 8.505
Multiplicity: 1
DFT total energy in eV: -7358.266
Charge: 0
LUMO level in eV: 0.71
Energy relative to the best compared isomer or geometry (same formula, charge and spin) in kJ/mol: 384.9
SMILES string: O[C@H]1C[C@H]2C[C@H]21
Strongest force on any atom in eV/Å: 2.3

```
14
Properties=species:S:1:pos:R:3:forces:R:3:lowdin_charge:R:1
O 2.03103 -1.08187 0.15393 0.220 0.031 -0.289 0.00
H -1.85388 0.71061 -1.45570 0.253 0.364 -0.209 0.12
H -1.94697 0.34873 0.98156 0.041 0.028 -0.467 0.12
H -0.01146 -1.53896 0.46616 1.465 -0.856 1.607 0.14
H 2.32763 -0.97927 -0.75869 -0.097 0.097 0.100 0.09
H -0.23637 -1.23738 -1.62314 -0.932 0.282 0.429 0.13
C -0.88400 0.86099 -0.97226 0.163 0.658 -0.437 -0.21
H 0.99118 1.23964 1.19947 -0.248 -0.008 -0.126 0.12
H 0.16483 0.08356 2.26614 -0.072 0.083 -0.203 0.11
C 0.68638 -0.71151 0.27279 -0.694 -0.552 0.262 -0.45
C 0.27216 0.41260 1.22953 0.193 -0.107 -0.005 -0.11
C -1.01161 0.59597 0.48466 -0.002 -1.009 -0.446 -0.08
C -0.19020 -0.41716 -0.88936 -0.186 0.303 -0.288 -0.08
H -0.33872 1.71405 -1.35507 -0.104 0.687 0.072 0.10
```
Forces are in eV/Å.